1.
# C5H2O

A single C5H2O molecule at a distorted geometry (ωB97M-V with the def2-TZVPD basis set, OMol25).

Geometry (Å):
C -2.31 0.99 -0.30
C -1.24 0.46 -0.14
C 0.15 0.17 0.05
C 0.84 -0.99 0.24
C 2.13 -0.61 0.34
O 3.25 -0.35 0.44
H -3.26 1.47 -0.44
H 0.74 1.09 0.02

## Properties
- relative energy (zero: lowest compared OMol25 entry of this formula, charge and spin) (kcal/mol) = 11.4
- F_max (eV/A) = 1.16
- DFT total energy (eV) = -7260.016
- E_HOMO (eV) = -9.6176

=====

2.
# C6H32O10

10 unconnected molecules or ions with the total composition C6H32O10 at a distorted geometry (ωB97M-V with the def2-TZVPD basis set, OMol25).

Geometry (Å):
C 1.43 2.74 -2.23
C 1.90 2.23 -3.59
O 1.45 3.04 -4.66
H 0.34 2.81 -2.23
H 1.81 3.73 -1.97
H 1.72 2.09 -1.40
H 1.50 1.21 -3.68
H 2.99 2.20 -3.61
H 0.52 2.84 -4.82
C 1.85 -4.63 2.16
C 1.14 -3.89 1.02
O -0.04 -4.60 0.62
H 2.83 -4.16 2.28
H 2.04 -5.66 1.89
H 1.34 -4.54 3.11
H 1.84 -3.90 0.18
H 1.00 -2.83 1.24
H -0.59 -4.62 1.41
C -0.62 4.55 2.35
C -0.88 3.17 1.72
O -1.95 2.49 2.37
H 0.15 5.03 1.74
H -0.22 4.35 3.35
H -1.48 5.21 2.40
H 0.05 2.62 1.87
H -1.10 3.32 0.66
H -2.36 1.93 1.71
O 1.99 -1.70 -1.34
H 1.41 -1.15 -0.76
H 2.85 -1.28 -1.29
O -2.97 0.02 1.25
H -2.89 -0.82 0.77
H -3.63 -0.13 1.94
O -1.42 -1.87 -0.16
H -1.77 -1.95 -1.05
H -1.39 -2.78 0.18
O -1.46 1.24 -1.42
H -1.71 1.05 -2.33
H -2.30 1.26 -0.93
O -0.74 -1.10 2.95
H -0.92 -0.89 3.87
H -1.54 -1.52 2.63
O -0.51 -1.64 -3.07
H 0.16 -1.25 -2.49
H -0.52 -2.57 -2.83
O 0.62 0.14 0.20
H 0.16 0.73 -0.41
H -0.07 -0.52 0.37

## Properties
- relative energy (zero: lowest compared OMol25 entry of this formula, charge and spin) (kcal/mol) = 34.4
- F_max (eV/A) = 1.35
- DFT total energy (eV) = -27215.820
- E_HOMO (eV) = -9.7051

=====

3.
# C42H98N2O20

8 unconnected molecules or ions with the total composition C42H98N2O20 at a distorted geometry (ωB97M-V with the def2-TZVPD basis set, OMol25).

Geometry (Å):
C 5.89 -11.19 -7.83
O 7.06 -11.97 -7.84
C 7.18 -13.02 -8.77
C 6.11 -14.21 -8.70
O 6.37 -15.18 -7.75
C 5.85 -16.47 -8.04
C 6.79 -17.57 -8.67
O 7.52 -16.93 -9.74
C 8.39 -17.71 -10.54
H 6.02 -10.20 -7.39
H 5.12 -11.42 -7.10
H 5.48 -11.02 -8.83
H 8.18 -13.41 -8.62
H 7.08 -12.42 -9.68
H 5.96 -14.66 -9.68
H 5.10 -13.86 -8.49
H 4.83 -16.56 -8.41
H 5.68 -16.80 -7.01
H 6.33 -18.42 -9.17
H 7.49 -18.03 -7.98
H 9.17 -18.11 -9.89
H 8.75 -17.01 -11.30
H 7.82 -18.55 -10.92
C 13.15 5.23 -0.67
O 13.02 3.90 -0.22
C 12.91 3.78 1.16
C 12.21 2.51 1.65
O 10.75 2.82 1.56
C 10.02 3.13 2.75
C 9.66 1.89 3.61
O 8.61 1.16 2.98
C 8.11 0.26 3.94
H 14.08 5.73 -0.40
H 12.32 5.78 -0.22
H 13.08 5.18 -1.76
H 12.55 4.68 1.66
H 13.96 3.63 1.40
H 12.33 2.01 2.61
H 12.45 1.72 0.93
H 9.12 3.69 2.48
H 10.58 3.83 3.36
H 9.43 2.29 4.59
H 10.57 1.29 3.67
H 7.82 0.65 4.92
H 8.89 -0.46 4.16
H 7.18 -0.15 3.54
C 2.77 -6.57 1.80
O 1.66 -6.70 2.76
C 1.59 -8.06 3.24
C 0.32 -8.21 3.94
O -0.80 -7.73 3.32
C -1.98 -7.66 4.26
C -2.47 -9.15 4.69
O -1.77 -9.85 5.71
C -2.53 -10.19 6.82
H 3.03 -5.51 1.72
H 2.59 -7.09 0.86
H 3.73 -6.92 2.19
H 2.47 -8.26 3.84
H 1.45 -8.74 2.40
H 0.49 -7.63 4.85
H 0.11 -9.21 4.31
H -2.92 -7.44 3.74
H -2.00 -7.10 5.20
H -1.95 -9.74 3.94
H -3.51 -9.41 4.53
H -3.12 -11.02 6.43
H -3.13 -9.36 7.21
H -1.93 -10.54 7.66
C -10.48 -0.29 9.04
O -9.58 -1.22 8.50
C -8.68 -0.67 7.62
C -7.85 -1.83 7.06
O -6.88 -2.50 7.83
C -5.96 -1.74 8.63
C -4.93 -0.79 7.97
O -5.56 0.34 7.37
C -4.77 1.00 6.28
H -10.13 0.67 9.43
H -11.22 -0.71 9.71
H -10.97 0.18 8.19
H -8.00 0.10 7.99
H -9.22 -0.17 6.82
H -7.10 -1.54 6.33
H -8.46 -2.49 6.45
H -5.57 -2.39 9.41
H -6.53 -1.08 9.28
H -4.22 -1.20 7.25
H -4.27 -0.46 8.77
H -4.82 0.41 5.37
H -3.69 1.16 6.40
H -5.14 2.03 6.25
C -12.48 8.12 0.81
O -12.01 7.24 -0.16
C -10.81 7.55 -0.88
C -9.75 6.61 -0.34
O -8.58 7.21 -0.79
C -7.35 6.62 -0.24
C -7.10 5.26 -0.79
O -6.96 5.29 -2.20
C -8.04 5.01 -3.04
H -11.80 8.12 1.65
H -13.49 7.77 1.05
H -12.74 9.03 0.26
H -10.45 8.57 -0.79
H -10.99 7.26 -1.92
H -10.11 5.66 -0.76
H -9.85 6.52 0.74
H -7.41 6.65 0.85
H -6.55 7.34 -0.39
H -7.88 4.52 -0.57
H -6.14 4.87 -0.47
H -8.26 3.96 -3.20
H -7.74 5.45 -4.00
H -8.92 5.62 -2.84
C -7.52 15.10 5.60
O -6.28 15.10 4.95
C -5.90 13.81 4.44
C -4.38 13.81 4.06
O -3.96 12.53 3.65
C -3.36 11.71 4.70
C -1.83 11.77 4.48
O -1.51 10.79 3.33
C -0.17 10.38 3.19
H -8.27 14.92 4.82
H -7.71 16.06 6.07
H -7.73 14.38 6.39
H -6.35 13.52 3.49
H -5.96 13.02 5.19
H -3.66 14.14 4.81
H -4.29 14.40 3.14
H -3.57 10.65 4.59
H -3.59 12.03 5.71
H -1.27 11.45 5.36
H -1.60 12.80 4.19
H -0.08 9.81 2.27
H 0.19 9.82 4.05
H 0.50 11.21 2.98
C 4.40 3.20 -12.22
N 3.56 2.75 -13.36
C 4.27 2.82 -14.70
C 2.24 2.53 -13.31
O 1.55 2.26 -14.32
H 4.61 4.27 -12.23
H 5.35 2.69 -12.39
H 3.95 3.31 -11.23
H 4.56 1.81 -15.00
H 3.58 3.32 -15.37
H 5.17 3.43 -14.77
H 1.91 2.70 -12.27
C 1.73 0.83 -2.06
N 1.97 0.75 -3.55
C 2.60 -0.49 -3.99
C 1.32 1.57 -4.37
O 1.39 1.54 -5.62
H 1.55 1.84 -1.70
H 2.70 0.69 -1.59
H 0.91 0.17 -1.77
H 2.74 -0.50 -5.07
H 3.63 -0.46 -3.65
H 2.11 -1.43 -3.76
H 0.88 2.42 -3.83

## Properties
- relative energy (zero: lowest compared OMol25 entry of this formula, charge and spin) (kcal/mol) = 42.5
- F_max (eV/A) = 4.02
- DFT total energy (eV) = -89053.288
- E_HOMO (eV) = -9.1729

=====

4.
# C4H9NO2

A single C4H9NO2 molecule (ωB97M-V with the def2-TZVPD basis set, OMol25).

Geometry (Å):
C 2.05 0.67 -0.34
O 1.26 -0.07 0.58
C -0.03 0.21 1.10
C -1.02 -0.30 0.08
C -1.16 -1.79 -0.05
N -1.54 0.45 -0.82
O -1.22 1.79 -0.57
H 2.13 0.13 -1.30
H 1.79 1.71 -0.54
H 3.05 0.67 0.12
H -0.22 1.25 1.38
H -0.10 -0.41 2.01
H -1.75 -2.23 0.77
H -0.16 -2.25 -0.01
H -1.63 -2.05 -1.00
H -1.46 2.22 -1.40

## Properties
- relative energy (zero: lowest compared OMol25 entry of this formula, charge and spin) (kcal/mol) = 84.0
- F_max (eV/A) = 0.76
- DFT total energy (eV) = -9876.418
- E_HOMO (eV) = -9.4879